Model w:
Molecular formula: C52H104O39
Method: DFT, the ωB97M-V functional and the def2-TZVPD basis

The LUMO energy comes out at 0.030 eV. Its charge is 0. The orbital gap is 10.415 eV. The calculation puts the highest occupied orbital energy at -10.4 eV.

Each line ends with the Löwdin charge.
Cartesian coordinates (Å):
O  -9.869  -6.028  -17.937  -0.004
O  -11.207  -5.241  -10.468  0.100
O  -5.732  -1.414  -10.816  0.004
O  -19.968  -5.941  -12.286  0.016
O  -2.868  1.298  -15.772  0.025
O  -8.836  -12.554  -16.758  0.093
O  -19.473  -7.886  -22.857  0.005
O  -10.028  -10.572  -27.821  0.007
O  4.485  -11.058  -20.437  0.095
O  -15.084  3.011  -21.160  0.080
O  -7.999  -10.692  -15.709  0.011
O  -18.429  -10.282  -15.682  -0.008
O  4.343  -13.234  -19.612  -0.019
O  -6.776  0.590  -10.444  0.058
O  -5.267  -0.429  -8.979  0.023
O  -13.685  1.983  -22.551  -0.032
O  0.980  -8.348  -13.211  0.096
O  2.452  -9.621  -14.591  0.001
O  -18.071  -6.520  -21.794  0.107
O  -13.003  -6.275  -9.416  -0.004
O  -15.317  0.725  -21.790  0.005
O  -3.914  1.448  -17.661  0.031
O  -9.588  -8.807  -26.677  0.036
O  0.881  -4.674  -24.143  -0.044
O  -12.553  -4.189  -8.962  -0.018
O  -10.081  -11.047  -15.666  0.054
O  -20.214  -7.806  -11.044  0.116
O  -0.965  -6.125  -23.635  0.090
O  -19.342  -12.042  -16.832  0.129
O  0.745  -6.773  -25.002  0.009
O  2.506  -11.934  -19.867  0.001
O  -11.741  -9.265  -27.309  0.143
O  -21.669  -7.257  -12.628  0.042
O  -9.273  -3.890  -18.191  0.181
O  -17.396  -8.558  -22.816  -0.005
O  -2.414  -0.178  -17.432  0.118
O  -18.484  -12.310  -14.771  0.032
O  -8.210  -5.668  -19.169  0.004
O  1.717  -7.647  -15.322  -0.046
C  -22.669  -8.360  -12.459  -0.165
C  -11.803  -2.937  -9.003  -0.016
C  -10.761  -11.738  -28.094  -0.059
C  1.270  -11.624  -13.743  -0.074
C  -15.386  -9.826  -22.505  -0.038
C  -12.899  -7.594  -9.987  -0.205
C  -12.170  -5.233  -9.712  -0.547
C  -8.966  -11.534  -16.069  -0.622
C  -3.013  0.767  -16.978  -0.614
C  1.655  -8.511  -14.235  -0.457
C  -12.860  3.125  -22.884  0.000
C  -14.643  -0.490  -22.130  -0.214
C  -4.359  1.066  -18.929  -0.222
C  1.736  -10.742  -20.298  -0.131
C  -6.316  -1.605  -12.117  -0.022
C  5.737  -13.611  -19.760  -0.045
C  -5.955  -4.947  -18.947  -0.040
C  -18.798  -5.460  -11.566  -0.044
C  -7.239  -4.967  -19.878  -0.198
C  -4.417  1.848  -8.227  -0.061
C  -5.813  1.440  -18.982  -0.077
C  -9.761  -6.332  -26.595  -0.041
C  -1.734  0.876  -14.932  -0.025
C  -20.236  -14.089  -14.707  -0.065
C  -20.616  -7.050  -11.892  -0.634
C  -16.051  -8.398  -22.376  -0.214
C  -9.141  -5.021  -18.447  -0.609
C  -10.564  -9.487  -27.285  -0.592
C  -23.662  -8.129  -11.347  -0.067
C  0.157  -5.871  -24.138  -0.436
C  3.836  -12.018  -20.047  -0.530
C  -18.800  -9.226  -16.492  -0.075
C  -5.322  0.624  -7.973  -0.186
C  -18.278  -7.562  -22.407  -0.541
C  -11.155  -5.801  -17.398  -0.058
C  -11.339  -11.661  -15.995  -0.192
C  2.193  -6.672  -26.997  -0.060
C  0.989  -6.386  -15.327  -0.030
C  -18.761  -13.668  -14.683  -0.238
C  -9.780  -7.725  -25.833  -0.223
C  0.167  -11.077  -20.161  -0.052
C  -6.801  -10.668  -16.510  -0.038
C  -14.746  1.982  -21.790  -0.529
C  -14.038  -7.718  -10.984  -0.058
C  -5.968  -0.332  -10.118  -0.560
C  2.506  -10.743  -13.671  -0.228
C  2.098  -6.732  -25.432  -0.214
C  0.355  -3.554  -23.472  -0.073
C  -11.666  -12.079  -17.408  -0.069
C  -18.753  -11.584  -15.884  -0.527
C  -20.630  -7.334  -22.265  -0.053
C  -13.708  -0.884  -20.944  -0.050
H  -15.926  -10.553  -21.898  0.077
H  -11.913  2.670  -23.176  0.096
H  -3.365  1.582  -8.119  0.072
H  1.296  -12.406  -12.984  0.083
H  0.462  -10.933  -13.500  0.067
H  -13.250  3.768  -23.673  0.094
H  -14.334  -9.773  -22.225  0.068
H  3.339  -11.425  -13.840  0.115
H  -12.184  -2.337  -8.176  0.087
H  -23.207  -7.968  -10.370  0.084
H  -18.649  -5.776  -10.534  0.090
H  -5.832  -2.486  -12.539  0.091
H  -15.743  -7.543  -22.977  0.124
H  -1.660  1.390  -13.973  0.085
H  1.216  -5.898  -16.275  0.091
H  2.018  -9.965  -19.588  0.118
H  -20.733  -13.597  -15.543  0.065
H  -6.392  1.181  -18.095  0.086
H  -14.944  -7.295  -10.548  0.076
H  2.716  -5.950  -24.991  0.118
H  -14.370  -1.072  -20.099  0.084
H  -6.022  -0.759  -12.738  0.097
H  -13.256  -1.811  -21.297  0.068
H  -21.513  -7.973  -22.281  0.096
H  -10.599  -7.753  -25.116  0.119
H  -4.372  -0.018  -19.043  0.128
H  -10.781  -3.261  -8.809  0.097
H  -11.475  -12.452  -15.258  0.129
H  -9.962  -5.494  -25.927  0.071
H  1.907  -5.665  -27.300  0.067
H  -11.852  -6.639  -17.429  0.094
H  1.065  -11.957  -14.760  0.080
H  1.343  -5.781  -14.493  0.092
H  -10.397  -6.357  -27.480  0.071
H  -18.219  -14.223  -15.449  0.123
H  -5.082  -4.470  -19.393  0.065
H  -24.219  -7.210  -11.527  0.078
H  0.933  -2.660  -23.705  0.093
H  -7.725  -4.007  -20.055  0.115
H  -18.238  -9.138  -17.422  0.099
H  -10.986  -11.592  -18.106  0.085
H  -6.069  -11.422  -16.222  0.092
H  -12.677  -11.948  -17.793  0.079
H  -3.867  1.695  -19.672  0.134
H  -7.033  -5.463  -20.826  0.121
H  -19.857  -8.966  -16.427  0.107
H  -6.368  0.910  -7.869  0.116
H  -24.401  -8.910  -11.530  0.083
H  -11.417  -13.140  -17.370  0.075
H  -4.658  2.573  -7.450  0.076
H  -12.856  3.769  -22.005  0.092
H  -12.916  -8.278  -9.139  0.120
H  -6.002  2.451  -19.343  0.079
H  3.130  -6.883  -27.513  0.072
H  -11.187  -5.256  -16.455  0.096
H  -8.774  -6.253  -27.050  0.066
H  -15.316  -1.337  -22.262  0.115
H  -6.258  -9.733  -16.376  0.087
H  -7.383  -1.823  -12.164  0.099
H  -11.949  -2.250  -9.836  0.094
H  -12.806  -0.287  -20.813  0.074
H  -10.169  -12.635  -28.275  0.092
H  -18.291  -8.369  -16.051  0.090
H  -14.286  -0.466  -23.159  0.116
H  -20.911  -13.750  -13.921  0.071
H  1.938  -10.446  -21.328  0.113
H  2.518  -7.714  -25.213  0.115
H  -0.088  -6.529  -15.230  0.092
H  -0.739  1.019  -15.354  0.092
H  6.252  -12.786  -20.253  0.080
H  -8.940  -7.818  -25.144  0.118
H  -13.749  -7.151  -11.869  0.081
H  1.444  -7.330  -27.437  0.072
H  -11.540  -12.027  -27.389  0.099
H  -16.022  -8.033  -21.350  0.112
H  -1.705  -0.139  -14.537  0.088
H  -20.543  -7.380  -21.180  0.090
H  -11.895  -7.733  -10.389  0.118
H  -11.668  -5.074  -18.027  0.087
H  -20.791  -6.277  -22.477  0.101
H  -4.568  2.309  -9.203  0.076
H  -15.429  -10.027  -23.576  0.072
H  -0.244  -12.007  -20.554  0.068
H  -20.347  -15.174  -14.690  0.079
H  -0.027  -11.162  -19.092  0.060
H  -0.457  -10.263  -20.530  0.067
H  -5.990  -4.372  -18.022  0.072
H  6.369  -13.783  -18.889  0.089
H  -14.338  -8.734  -11.242  0.076
H  5.934  -14.429  -20.453  0.087
H  -17.817  -5.663  -11.995  0.081
H  -22.093  -9.284  -12.412  0.119
H  0.307  -3.777  -22.406  0.099
H  -6.311  0.742  -19.655  0.073
H  -6.967  -10.710  -17.586  0.096
H  -11.974  -10.807  -15.759  0.120
H  -0.619  -3.153  -23.750  0.093
H  -23.227  -8.631  -13.355  0.116
H  -18.295  -14.101  -13.798  0.120
H  -5.769  -6.007  -18.775  0.073
H  -11.265  -11.610  -29.052  0.092
H  -5.057  0.202  -7.004  0.117
H  2.658  -10.441  -12.634  0.118
H  -18.608  -4.389  -11.493  0.084


Model x:
Molecular formula: C52H104O39
Method: DFT, the ωB97M-V functional and the def2-TZVPD basis

The LUMO energy comes out at 0.382 eV. Its charge is 0. The orbital gap is 10.461 eV. The calculation puts the highest occupied orbital energy at -10.1 eV.

Each line ends with the Löwdin charge.
Cartesian coordinates (Å):
O  6.695  0.880  2.025  0.035
O  3.885  0.678  7.173  0.124
O  1.214  5.518  -1.065  0.043
O  2.010  -4.662  -1.976  0.111
O  4.837  -0.675  -3.846  0.072
O  -0.891  2.943  5.117  0.126
O  1.592  -7.303  -5.110  0.011
O  1.025  -3.421  -0.354  0.023
O  -2.589  -2.674  -1.251  -0.044
O  -5.534  3.359  -0.803  0.012
O  1.091  3.398  -0.028  0.049
O  5.672  -2.841  3.317  0.037
O  2.714  0.656  5.182  -0.017
O  6.475  2.885  2.822  0.108
O  -0.300  -8.304  -5.645  0.079
O  6.109  -2.499  -3.433  0.004
O  6.544  -1.634  5.125  -0.068
O  -3.700  -3.630  -5.331  -0.006
O  -3.999  4.718  -1.380  0.049
O  4.654  1.574  5.195  -0.008
O  -1.303  -1.169  -2.469  0.099
O  -3.470  0.075  4.966  -0.015
O  -4.510  3.293  -6.103  0.019
O  -5.151  1.670  5.284  0.124
O  7.429  -3.699  4.432  0.102
O  -2.755  3.411  -4.602  0.118
O  -5.097  -2.692  -3.730  0.071
O  1.466  -2.445  -2.251  -0.048
O  0.753  4.397  4.703  -0.017
O  -3.366  2.905  -0.231  0.111
O  -0.886  4.385  3.338  0.030
O  0.932  3.761  -2.377  -0.028
O  -5.773  -4.230  -5.338  0.018
O  5.092  1.983  1.186  0.021
O  -0.195  -6.522  -4.228  0.066
O  -4.281  1.694  -4.609  0.007
O  -4.752  0.666  3.250  -0.011
O  -2.043  -0.748  -0.285  -0.011
O  5.555  -1.250  -1.703  0.019
C  -4.875  -3.454  -4.695  -0.521
C  5.869  2.001  5.720  -0.065
C  7.338  -1.515  6.315  -0.041
C  -1.598  -6.560  -3.861  -0.183
C  -0.117  -3.866  1.680  -0.048
C  6.217  -2.830  -4.799  -0.051
C  0.704  -4.495  0.546  -0.164
C  -4.285  4.572  -6.550  -0.256
C  3.497  -2.354  2.430  -0.049
C  -2.096  3.814  2.726  -0.191
C  0.338  6.897  0.861  -0.066
C  1.530  3.983  5.869  0.008
C  3.444  -0.186  -1.039  -0.042
C  -3.628  1.033  -3.556  -0.033
C  -0.423  3.827  4.460  -0.616
C  -6.077  2.184  -0.249  -0.046
C  -2.784  6.476  -2.490  -0.042
C  -1.283  0.368  0.071  -0.223
C  -2.611  -2.798  -4.931  -0.036
C  0.088  -0.100  0.510  -0.034
C  4.161  3.009  1.208  -0.229
C  1.450  6.229  0.151  -0.216
C  -5.260  -1.553  2.562  -0.041
C  -7.523  -5.658  -4.152  -0.065
C  0.472  2.423  -2.616  -0.038
C  -1.975  -5.772  -2.631  -0.064
C  2.512  -8.103  -5.850  -0.011
C  0.319  -7.457  -4.984  -0.628
C  -7.184  -4.344  -4.964  -0.150
C  -4.208  3.565  -0.801  -0.607
C  -4.497  0.871  4.622  -0.485
C  4.997  -0.136  -0.977  -0.174
C  4.663  -1.830  3.301  -0.211
C  5.472  -1.401  -3.059  -0.540
C  1.473  0.232  5.765  -0.174
C  1.516  -3.618  -1.543  -0.560
C  3.783  0.924  5.982  -0.553
C  -3.429  4.302  3.147  -0.053
C  0.752  -0.541  4.630  -0.043
C  3.159  3.015  2.379  -0.033
C  -2.674  5.223  -1.619  -0.181
C  1.920  -2.463  -3.577  -0.051
C  -3.740  2.847  -5.047  -0.503
C  6.612  -2.779  4.320  -0.470
C  1.083  4.177  -1.043  -0.432
C  7.897  0.667  2.774  0.006
C  -3.071  0.239  6.323  -0.035
C  -1.890  -1.506  -1.424  -0.449
C  -5.452  4.923  -7.509  -0.049
C  6.090  1.974  2.108  -0.620
C  -4.315  -0.342  2.439  -0.271
C  -3.705  -2.837  -0.418  -0.058
H  2.139  7.061  0.004  0.128
H  -6.147  5.495  -6.896  0.069
H  8.112  -0.781  6.094  0.088
H  3.002  -0.102  -2.031  0.069
H  -7.460  -3.560  -4.259  0.109
H  -7.426  -5.571  -3.069  0.064
H  7.804  0.836  3.846  0.082
H  -2.034  -0.070  6.193  0.080
H  6.628  1.251  5.942  0.080
H  7.814  -2.436  6.654  0.094
H  -5.226  -2.087  3.512  0.079
H  3.685  3.046  3.333  0.063
H  -1.340  1.198  -0.633  0.103
H  -1.524  -4.788  -2.759  0.067
H  5.416  -2.610  -5.504  0.097
H  3.147  0.721  -0.512  0.060
H  -0.003  -0.785  1.353  0.062
H  3.527  2.862  0.335  0.095
H  5.730  2.505  6.676  0.099
H  1.689  -4.724  0.954  0.120
H  7.120  -2.354  -5.180  0.096
H  -5.661  1.869  0.708  0.084
H  -7.016  -6.554  -4.510  0.071
H  -0.593  6.344  0.984  0.065
H  6.438  -3.897  -4.785  0.096
H  0.660  2.205  -3.667  0.102
H  -2.081  4.489  -2.164  0.109
H  -3.333  4.558  -7.081  0.123
H  2.327  4.726  5.885  0.097
H  -1.114  -3.650  1.296  0.059
H  3.007  -2.531  -3.612  0.084
H  -4.418  -3.442  -0.978  0.100
H  -6.071  4.071  -7.790  0.074
H  -2.292  -6.165  -4.603  0.121
H  -4.011  0.020  -3.435  0.093
H  -3.613  4.083  4.198  0.079
H  0.222  -5.393  0.159  0.126
H  1.458  -3.272  -4.142  0.096
H  6.718  -1.185  7.148  0.094
H  5.359  0.848  -1.277  0.126
H  -6.280  -1.177  2.477  0.083
H  3.063  -3.187  2.984  0.076
H  -3.040  -5.695  -2.414  0.085
H  -3.259  6.309  -3.457  0.067
H  0.947  1.603  -2.077  0.079
H  -3.051  1.229  6.779  0.101
H  -7.776  -4.311  -5.878  0.118
H  -7.166  2.223  -0.253  0.099
H  -3.872  1.596  -2.655  0.085
H  -4.241  3.856  2.573  0.083
H  -1.773  6.842  -2.665  0.080
H  2.087  -9.093  -6.012  0.095
H  -4.138  -1.875  -0.142  0.076
H  0.623  7.039  1.904  0.087
H  -5.956  1.336  -0.923  0.088
H  0.120  7.916  0.543  0.080
H  5.046  -0.916  2.848  0.110
H  1.968  3.026  5.583  0.072
H  2.739  -7.585  -6.782  0.096
H  -4.191  -0.062  1.393  0.106
H  -3.543  5.385  3.096  0.083
H  -5.201  5.435  -8.438  0.073
H  8.791  1.129  2.355  0.108
H  -0.254  -4.561  2.509  0.082
H  -3.340  -0.680  2.791  0.117
H  0.985  4.010  6.813  0.104
H  -3.387  -3.238  0.544  0.084
H  0.548  -0.574  -0.357  0.068
H  1.601  -1.553  -4.086  0.100
H  -2.203  5.422  -0.657  0.110
H  -5.107  -2.304  1.787  0.049
H  -8.582  -5.917  -4.136  0.066
H  1.628  -0.479  6.577  0.122
H  2.418  3.815  2.369  0.063
H  2.668  -1.657  2.308  0.062
H  -3.635  -0.392  7.009  0.101
H  -2.740  -1.758  -5.232  0.098
H  -1.998  2.731  2.802  0.119
H  -1.671  -3.216  -5.292  0.101
H  -0.212  -0.934  4.951  0.063
H  0.448  0.113  3.812  0.064
H  6.287  2.791  5.095  0.088
H  -1.748  0.783  0.964  0.107
H  1.988  5.571  0.833  0.108
H  0.920  1.092  6.142  0.109
H  -2.525  -2.763  -3.845  0.055
H  -1.588  -6.112  -1.671  0.069
H  2.573  2.099  2.310  0.076
H  -3.318  7.280  -1.983  0.078
H  5.253  -0.346  0.061  0.103
H  -2.553  1.018  -3.734  0.093
H  3.927  -2.718  1.498  0.082
H  -1.860  -7.608  -3.714  0.124
H  3.163  -1.104  -0.522  0.069
H  3.431  -8.157  -5.266  0.093
H  0.246  -2.936  2.115  0.052
H  8.079  -0.406  2.718  0.097
H  4.277  -1.548  4.280  0.113
H  -0.593  2.419  -2.386  0.075
H  -1.887  4.120  1.701  0.103
H  -4.193  5.363  -5.806  0.115
H  0.690  0.725  0.892  0.070
H  4.666  3.956  1.021  0.130
H  1.258  -1.330  4.072  0.053


model x takes first place; second place is 601.6 kJ/mol up.


Model w:
Molecular formula: C3H8NOP
Method: DFT, the ωB97M-V functional and the def2-TZVPD basis

The LUMO energy comes out at 0.708 eV. Its charge is 0. The orbital gap is 9.429 eV. The calculation puts the highest occupied orbital energy at -8.7 eV. The SMILES is O[C@@H]1CCNP1.

Each line ends with the Löwdin charge.
Cartesian coordinates (Å):
P  1.783  -0.377  -0.123  0.876
O  0.490  1.984  0.645  -0.124
N  0.526  -1.521  0.445  -0.307
C  0.478  1.107  -0.464  -0.562
C  -0.837  0.357  -0.513  -0.232
C  -0.772  -0.815  0.448  -0.327
H  0.886  -1.897  1.302  0.030
H  -1.431  -1.662  0.440  0.100
H  -1.012  -0.423  1.404  0.077
H  0.788  1.536  -1.455  0.111
H  0.032  1.564  1.436  0.114
H  1.771  -0.859  -1.627  -0.049
H  -0.972  -0.095  -1.608  0.143
H  -1.731  1.102  -0.330  0.150


Model x:
Molecular formula: C3H8NOP
Method: DFT, the ωB97M-V functional and the def2-TZVPD basis

The LUMO energy (alpha / beta) comes out at -0.178 / 0.631 eV. Its charge is 0. The orbital gap (alpha / beta) is 6.896 / 7.994 eV. The calculation puts the highest occupied orbital energy (alpha / beta) at -7.1 / -7.4 eV.

Each line ends with the Löwdin charge.
Cartesian coordinates (Å):
P  -0.205  -1.687  0.349  0.816
O  -1.008  -0.911  -0.857  -0.474
N  2.482  0.654  -0.847  0.006
C  -1.942  0.696  0.493  -0.142
C  -1.568  0.241  -0.819  -0.288
C  2.480  0.301  0.369  -0.227
H  -2.352  -0.203  0.963  0.059
H  -1.119  0.923  1.163  0.062
H  -2.725  1.432  0.522  0.077
H  3.347  0.269  -1.122  0.001
H  -2.055  0.696  -1.739  0.143
H  3.355  -0.300  0.787  0.081
H  -0.303  -2.870  -0.297  -0.188
H  1.612  0.759  1.034  0.072


model w takes first place; second place is 247.9 kJ/mol up.